[1]
The following is a DFT calculation (ωB97M-V with the def2-TZVPD basis set) of C5H5NaO3 as an isolated structure in a non-equilibrium geometry.

Results
F_max	1.96	eV/Å
M	136.082	g mol⁻¹
HOMO	-0.253	hartree
electronic energy	-15821.30711	eV
orbital gap	6.2887	eV
charge	0

The geometry in XYZ format:
```
14
Properties=species:S:1:pos:R:3:forces:R:3:nbo_charge:R:1
O 1.9800 1.5165 0.6929 -0.6793 -1.5708 -0.3743 -0.697
C 1.8568 0.3073 0.4225 0.7466 1.6837 -0.6703 0.599
O 1.4634 -0.0266 -0.8926 0.1738 -0.0354 -0.6109 -0.622
Na 0.1925 2.0721 -0.8235 0.0620 -0.4099 0.5515 0.916
H 2.5603 -0.4407 0.8400 -0.7111 0.0505 0.2745 0.136
O -3.3540 0.9084 0.0618 -0.5347 -0.0678 -0.2505 -0.683
C -2.0274 0.8819 0.2876 1.4826 -0.3546 -0.1640 -0.030
C -1.1551 -0.0012 0.5252 -0.0923 0.1269 -0.1723 -0.071
C -0.0202 -0.7981 0.6144 -0.7134 -0.3937 0.4579 -0.543
C 0.6430 -1.2205 -0.6797 0.2890 0.2759 0.7697 -0.096
H -3.5827 1.6803 -0.4646 0.0666 0.0499 0.3377 0.480
H 0.1300 -1.3985 1.5175 -0.0557 0.2272 -0.3127 0.236
H 1.3076 -2.0865 -0.5478 -0.1739 0.1384 -0.0186 0.180
H 0.0058 -1.3944 -1.5537 0.1399 0.2797 0.1823 0.195
```
Forces are in eV/Å.

[2]
The following is a DFT calculation (ωB97M-V with the def2-TZVPD basis set) of C20H30CrO12 as an isolated structure in a non-equilibrium geometry.

Results
F_max	2.78	eV/Å
M	514.444	g mol⁻¹
HOMO (spin up / spin down)	-0.425 / -0.448	hartree
electronic energy	-74215.48933	eV
spin multiplicity	4
orbital gap (spin up / spin down)	8.2340 / 10.3362	eV
charge	+1

The geometry in XYZ format:
```
63
Properties=species:S:1:pos:R:3:forces:R:3:lowdin_spin:R:1
Cr -1.3095 0.0614 -0.9818 -2.7241 -0.2632 -0.4630 3.007
C -4.0681 -2.6682 -2.0591 0.1782 0.4363 -0.0264 -0.003
C -3.0882 -1.5851 -1.7365 0.0893 0.9341 1.2988 0.004
O -2.0470 -1.3248 -2.3862 1.2430 0.1977 -0.7774 -0.047
O -3.2443 -0.8303 -0.7231 0.2928 0.0546 0.3605 -0.062
H -3.6532 -3.3691 -2.7764 -0.0769 0.0311 -0.0808 -0.001
H -4.9504 -2.1634 -2.4555 -0.0392 -0.1799 -0.1484 0.001
H -4.3715 -3.1698 -1.1433 0.0597 -0.0028 0.0284 0.000
C -1.8760 3.5022 -3.1435 0.0673 0.6836 -0.7674 0.000
C -1.6428 2.2287 -2.4204 -0.2460 -0.7984 1.8595 0.009
O -0.7209 1.4205 -2.6363 1.1011 -0.1327 -1.2284 0.033
O -2.3465 1.9390 -1.3829 -0.0315 -0.5467 -0.2823 -0.037
H -1.8636 4.3247 -2.4284 -0.0152 -0.0644 0.0622 0.000
H -2.8300 3.5632 -3.6678 -0.1943 -0.3645 0.3331 0.001
H -1.1359 3.6990 -3.9185 0.2341 -0.2168 0.2202 0.000
O 0.6850 -0.9046 -2.0667 0.1926 -0.2952 -0.2822 0.022
C 1.7596 -1.3078 -2.4288 -1.1486 0.1633 -0.4125 0.002
O 2.7475 -1.4876 -1.5603 1.0311 0.0290 0.4945 0.000
C 4.0021 -1.6981 -2.2713 -0.0424 0.6827 0.4426 0.000
C 3.5725 -2.2766 -3.6051 1.0907 -0.3144 -0.6672 0.000
C 2.1795 -1.7149 -3.8258 0.1239 -0.0183 -0.1384 0.000
H 4.7008 -2.2369 -1.6344 -0.4452 -0.6403 -0.1004 0.000
H 4.4951 -0.7227 -2.3561 -0.3159 0.1095 -0.3338 0.000
H 3.6330 -3.3648 -3.6194 -0.2867 0.0021 0.2072 0.000
H 4.2649 -1.9443 -4.3806 -0.0458 -0.0426 -0.0003 0.000
H 1.4597 -2.3976 -4.2734 -0.0277 -0.1837 0.3151 0.000
H 2.2039 -0.8862 -4.5351 -0.0924 0.3473 0.4022 0.000
O -1.8536 0.8529 1.0169 -0.2612 -0.3462 -0.5395 0.020
C -2.0333 1.5576 1.9649 0.5538 0.3980 0.4245 0.003
O -3.2493 1.8063 2.4309 -0.6836 -0.1006 0.0171 0.000
C -3.2118 2.6372 3.5926 0.3989 0.0913 1.0664 0.000
C -1.7778 2.5440 4.1016 0.7151 1.4449 0.0270 0.000
C -0.9760 2.1737 2.8583 0.3160 -0.7171 0.6014 0.001
H -3.8596 2.2990 4.4004 -0.4478 -0.4049 -0.5749 0.000
H -3.5158 3.6539 3.3502 0.0905 -0.0320 -0.3285 0.000
H -1.6333 1.8706 4.9431 -0.2106 -0.3219 -0.2256 0.000
H -1.4618 3.5263 4.4623 -0.0487 -0.0901 0.1045 0.000
H -0.2187 1.4131 3.0604 -0.1384 -0.1414 -0.0926 0.000
H -0.3916 2.9913 2.4385 -0.5036 0.1733 -0.3777 0.000
O -0.7957 -1.6100 0.2639 -0.3396 -0.9224 -0.8543 0.010
C -0.5535 -2.3172 1.2096 0.4528 1.5888 0.7972 0.004
O -0.0191 -1.7070 2.2918 -0.0581 0.1878 -0.0091 0.003
C 0.1918 -2.6019 3.3764 0.2182 -0.8379 0.5737 0.000
C -0.5199 -3.8787 2.9885 -0.6265 -0.3277 0.1236 0.000
C -0.6613 -3.7835 1.4674 0.6646 -0.5524 0.4979 0.001
H -0.1973 -2.2233 4.3206 -0.0705 0.4951 -0.2713 0.000
H 1.2496 -2.8222 3.5437 0.0993 0.4754 -0.3883 0.000
H -1.5129 -3.9202 3.4401 0.1048 -0.0816 0.0674 0.000
H 0.0635 -4.7374 3.3134 -0.2412 -0.1354 -0.0776 0.000
H -1.5454 -4.2945 1.1050 0.0159 0.2385 -0.4017 0.000
H 0.2514 -4.2325 1.0608 -0.2534 0.0013 -0.5035 0.000
O 0.4696 0.8329 -0.0680 -0.8467 -0.2950 0.1760 0.020
C 1.5198 1.3391 0.1685 1.3095 0.1946 -0.9578 0.004
O 2.0834 1.2720 1.3650 -0.3574 0.4760 0.5187 0.001
C 3.2063 2.1771 1.4240 0.7749 -0.3684 -0.3287 0.000
C 3.1502 3.0064 0.1408 -0.3890 0.6874 0.4124 0.000
C 2.4300 2.0623 -0.8209 -0.2908 0.0807 0.9492 0.000
H 4.0925 1.5394 1.4456 0.0768 0.1481 0.1473 0.000
H 3.1530 2.7747 2.3294 -0.1179 -0.1249 0.0641 0.000
H 4.1179 3.4298 -0.1185 0.1194 -0.4635 -0.3183 0.000
H 2.5378 3.8904 0.3435 -0.2033 -0.1014 -0.1406 0.000
H 3.1184 1.3062 -1.2010 -0.0948 -0.0264 -0.2748 0.000
H 1.7969 2.4865 -1.5932 0.3004 0.1022 -0.2190 0.000
```
Forces are in eV/Å.